{"formula": "C6H12O3", "method": "wB97M-V/def2-TZVPD", "elements": ["C", "C", "C", "C", "C", "C", "O", "O", "O", "H", "H", "H", "H", "H", "H", "H", "H", "H", "H", "H", "H"], "xyz": [[-1.3316, 0.7560, 1.0135], [-1.6723, -0.0609, -0.1424], [-0.5763, -1.1403, -0.4862], [-0.9254, 2.1681, 0.9082], [1.8463, -1.2225, -1.2674], [0.6863, -0.3100, -0.8432], [1.0133, 0.3054, 0.6598], [1.4072, -0.7453, 1.5941], [0.4643, 0.7226, -1.5556], [2.3705, -0.6620, 1.5709], [-1.8149, 0.4793, 1.9517], [-1.5756, 0.5751, -1.0493], [-2.6120, -0.5928, 0.0271], [-0.9203, -1.7157, -1.3465], [-0.3831, -1.7990, 0.3598], [-0.5375, 2.3883, -0.0860], [-1.7230, 2.8279, 1.2645], [-0.0791, 2.3124, 1.5910], [2.0136, -2.0314, -0.5569], [1.6116, -1.6496, -2.2422], [2.7381, -0.6056, -1.3649]], "atomic_forces_ev_per_a": [[-0.456, 0.583, -0.993], [0.916, -0.003, -0.480], [0.045, 0.336, 0.470], [0.838, -0.304, 0.136], [-0.005, 0.322, 0.530], [-0.650, 0.287, -0.740], [-0.317, -1.025, 0.445], [-0.134, 0.417, -0.217], [0.159, -0.215, 0.272], [-0.051, 0.043, -0.007], [0.771, -0.343, 0.259], [-0.472, -0.228, 0.371], [-0.002, 0.137, -0.004], [0.001, 0.011, 0.025], [-0.062, -0.082, -0.036], [-0.307, 0.057, -0.026], [-0.120, -0.093, -0.111], [-0.199, 0.096, 0.112], [0.074, -0.028, -0.011], [-0.085, 0.084, 0.029], [0.056, -0.053, -0.024]], "lowdin_charge": [0.05, -0.15, -0.08, -0.06, -0.01, -0.67, -0.16, -0.07, -0.10, 0.09, 0.14, 0.13, 0.13, 0.12, 0.11, 0.09, 0.10, 0.10, 0.07, 0.09, 0.09], "homo_lumo_gap_ha": 0.2403, "e_homo_ev": -8.00, "lumo_energy_ev": -1.465, "mol_weight_da": 132.159, "fmax_ha_per_bohr": 0.02409, "de_lowest_kcal_mol": 159.22, "multiplicity": 1, "energy_ev": -12552.9446}